# F3NO2S

A 2-piece molecular cluster, F3NO2S overall at a distorted geometry (the ωB97M-V functional and the def2-TZVPD basis, the Open Molecules 2025 dataset).

Values from the calculation:
HOMO (alpha / beta), eV: -11.2593 / -11.7772
E, eV: -24566.228
LUMO (alpha / beta), eV: -1.61 / -3.19

Each atom is followed by the atoms it is bonded to, with distances in Å.
Geometry (Å):
1 N -1.39 -0.98 0.17  F4 1.380, F5 1.332
2 O 1.56 1.16 0.90  S7 1.443
3 O 0.58 1.12 -1.42  S7 1.394
4 F -1.71 -0.88 1.51  N1 1.380
5 F -2.15 -0.14 -0.53  N1 1.332
6 F 2.33 -0.55 -0.74  S7 1.687
7 S 1.08 0.49 -0.29  O2 1.443, O3 1.394, F6 1.687

Results of the Löwdin charge analysis, in e, for atoms 1 through 4: number 1, N, carries 0.067; number 2, O, carries -0.289; number 3, O, carries -0.277; number 4, F, carries -0.034